Entry 1:
# C10H12N2OS2

A single C10H12N2OS2 molecule at a distorted geometry (ωB97M-V/def2-TZVPD, OMol25).

Last columns: bonded neighbours and bond lengths (Å).
Cartesian coordinates (Å):
1 C 1.284 1.886 -1.562  C2 1.520, H16 1.188, H17 1.125, H18 1.149
2 C 0.902 1.044 -0.355  C1 1.520, O3 1.201, C4 1.451
3 O 1.557 0.135 0.075  C2 1.201
4 C -0.283 1.409 0.400  C2 1.451, C5 1.511, S6 1.785, H19 1.114
5 C -0.155 2.679 1.207  C4 1.511, H20 1.127, H21 1.075, H22 1.119
6 S -1.746 1.556 -0.611  C4 1.785, C7 1.814
7 C -2.944 0.384 0.084  S6 1.814, S8 1.635, N9 1.278
8 S -4.491 0.859 -0.144  C7 1.635
9 N -2.652 -0.763 0.568  C7 1.278, C10 1.281
10 C -1.750 -1.568 0.146  N9 1.281, C11 1.456, N15 1.374
11 C -1.046 -1.547 -1.128  C10 1.456, C12 1.332, H23 1.097
12 C -0.469 -2.673 -1.544  C11 1.332, C13 1.418, H24 1.052
13 C -0.420 -3.849 -0.753  C12 1.418, C14 1.321, H25 1.120
14 C -0.929 -3.833 0.466  C13 1.321, N15 1.385, H26 1.073
15 N -1.542 -2.680 0.925  C10 1.374, C14 1.385, H27 1.020
16 H 2.032 2.766 -1.284  C1 1.188
17 H 0.389 2.355 -2.058  C1 1.125
18 H 1.804 1.111 -2.231  C1 1.149
19 H -0.400 0.570 1.124  C4 1.114
20 H 0.247 3.305 0.360  C5 1.127
21 H 0.511 2.545 2.041  C5 1.075
22 H -1.108 3.112 1.605  C5 1.119
23 H -1.224 -0.588 -1.632  C11 1.097
24 H 0.021 -2.721 -2.473  C12 1.052
25 H -0.096 -4.792 -1.264  C13 1.120
26 H -0.644 -4.667 1.079  C14 1.073
27 H -1.980 -2.663 1.846  N15 1.020

Spin multiplicity: 1
Maximum force (Eh/bohr): 0.0742
Relative energy (zero: lowest compared OMol25 entry of this formula, charge and spin) (eV): 0.741
Net charge: 0
HOMO level (eV): -7.8
Calculated total energy (Eh): -1369.31176
SMILES: CC(=O)[C@@H](C)SC(=S)/N=c1\cccc[nH]1
Orbital gap (eV): 7.660

Here are the Löwdin charges for atoms 1 to 2, given in e: -0.03, -0.56

Entry 2:
# C20H27N3O3S

A single C20H27N3O3S molecule (ωB97M-V/def2-TZVPD, OMol25).

Last columns: bonded neighbours and bond lengths (Å).
Cartesian coordinates (Å):
1 C 1.350 -4.513 -0.563  O2 1.403, H28 1.097, H29 1.099, H30 1.088
2 O 0.458 -4.025 -1.530  C1 1.403, C3 1.412
3 C 0.929 -2.855 -2.166  O2 1.412, C4 1.531, H31 1.101, H32 1.103
4 C -0.074 -2.401 -3.229  C3 1.531, C5 1.534, H33 1.090, H34 1.091
5 C -1.524 -2.496 -2.739  C4 1.534, N6 1.439, H35 1.093, H36 1.092
6 N -1.704 -1.909 -1.436  C5 1.439, C7 1.347, H37 1.007
7 C -2.234 -0.694 -1.201  N6 1.347, S8 1.664, N9 1.360
8 S -2.784 0.240 -2.465  C7 1.664
9 N -2.346 -0.286 0.091  C7 1.360, C10 1.455, C17 1.447
10 C -2.882 1.029 0.408  N9 1.455, C11 1.505, H38 1.092, H39 1.095
11 C -1.785 2.019 0.698  C10 1.505, C12 1.391, C16 1.391
12 C -1.143 2.696 -0.333  C11 1.391, C13 1.385, H40 1.081
13 C -0.076 3.527 -0.032  C12 1.385, C14 1.386, H41 1.079
14 C 0.316 3.640 1.293  C13 1.386, N15 1.322, H42 1.082
15 N -0.304 3.025 2.286  C14 1.322, C16 1.320
16 C -1.327 2.244 1.992  C11 1.391, N15 1.320, H43 1.083
17 C -1.681 -0.954 1.189  N9 1.447, C18 1.516, H44 1.096, H45 1.094
18 C -0.232 -0.545 1.364  C17 1.516, C19 1.381, C27 1.393
19 C 0.358 -0.621 2.611  C18 1.381, C20 1.387, H46 1.080
20 C 1.659 -0.183 2.806  C19 1.387, C21 1.383, H47 1.078
21 C 2.391 0.346 1.758  C20 1.383, O22 1.360, C24 1.413
22 O 3.657 0.835 1.849  C21 1.360, C23 1.406
23 C 4.247 0.918 3.123  O22 1.406, H48 1.089, H49 1.095, H50 1.095
24 C 1.805 0.407 0.474  C21 1.413, O25 1.360, C27 1.383
25 O 2.587 0.936 -0.504  C24 1.360, C26 1.407
26 C 2.053 1.070 -1.799  O25 1.407, H51 1.094, H52 1.089, H53 1.096
27 C 0.511 -0.047 0.295  C18 1.393, C24 1.383, H54 1.078
28 H 2.313 -4.786 -1.010  C1 1.097
29 H 1.530 -3.768 0.225  C1 1.099
30 H 0.888 -5.398 -0.130  C1 1.088
31 H 1.907 -3.046 -2.634  C3 1.101
32 H 1.075 -2.068 -1.407  C3 1.103
33 H 0.021 -3.028 -4.115  C4 1.090
34 H 0.157 -1.372 -3.508  C4 1.091
35 H -1.809 -3.549 -2.672  C5 1.093
36 H -2.184 -1.981 -3.440  C5 1.092
37 H -1.258 -2.423 -0.694  N6 1.007
38 H -3.468 1.358 -0.453  C10 1.092
39 H -3.540 0.927 1.277  C10 1.095
40 H -1.478 2.564 -1.352  C12 1.081
41 H 0.442 4.072 -0.806  C13 1.079
42 H 1.157 4.258 1.578  C14 1.082
43 H -1.808 1.775 2.842  C16 1.083
44 H -1.766 -2.042 1.080  C17 1.096
45 H -2.226 -0.697 2.103  C17 1.094
46 H -0.201 -1.008 3.450  C19 1.080
47 H 2.084 -0.241 3.795  C20 1.078
48 H 5.213 1.394 2.967  C23 1.089
49 H 4.400 -0.073 3.564  C23 1.095
50 H 3.645 1.530 3.803  C23 1.095
51 H 1.142 1.675 -1.803  C26 1.094
52 H 2.824 1.573 -2.381  C26 1.089
53 H 1.843 0.095 -2.252  C26 1.096
54 H 0.053 0.031 -0.677  C27 1.078

Spin multiplicity: 1
Maximum force (Eh/bohr): 0.0176
Relative energy (zero: lowest compared OMol25 entry of this formula, charge and spin) (eV): 2.653
Net charge: 0
HOMO level (eV): -8.0
Calculated total energy (Eh): -1566.45554
SMILES: COCCCNC(=S)N(Cc1cccnc1)Cc1ccc(OC)c(OC)c1
Orbital gap (eV): 8.646

Here are the Löwdin charges for atoms 1 to 2, given in e: -0.11, -0.20